Record 1
The following is a DFT calculation (wB97M-V/def2-TZVPD) of 2 unconnected molecules or ions with the total composition C6H11Br3N3 in a non-equilibrium geometry.

Summary:
* E_tot: -220985.6592 eV
* max |F|: 4.7 eV Å⁻¹
* charge: +1
* LUMO (spin up / spin down): -0.1476 / -0.1413 hartree
* orbital gap (spin up / spin down): 7.62 / 7.77 eV

Atoms and positions in Å:
C -3.841 -2.230 0.971
C -3.566 -1.055 0.326
C -2.227 -0.779 -0.138
C -1.607 0.400 -0.311
C 1.220 1.489 -0.431
C 1.498 0.974 1.018
N 0.318 0.690 -2.401
N 0.447 0.374 -1.141
N 0.774 -0.335 1.111
Br -4.979 0.233 0.080
Br -1.068 -2.313 -0.580
Br -2.252 2.084 -0.101
H -4.860 -2.553 1.111
H -3.261 -3.081 0.976
H 0.698 2.389 -0.513
H 2.145 1.634 -1.035
H 0.875 1.754 1.641
H 2.582 0.889 1.265
H 0.294 1.761 -2.586
H -0.240 0.072 -3.093
H -0.166 -0.201 1.122
H 0.866 -0.811 1.995
H 1.064 -0.911 0.350

=====

Record 2
The following is a DFT calculation (wB97M-V/def2-TZVPD) of a molecular structure, C6H11BrHfN2 in a non-equilibrium geometry.

Summary:
* E_tot: -80670.7268 eV
* max |F|: 8.3 eV Å⁻¹
* charge: +4
* LUMO: -0.7576 hartree
* orbital gap: 3.13 eV

Atoms and positions in Å:
C -2.164 -1.733 1.491
C -2.120 -1.128 0.076
N -0.850 -0.404 -0.140
C 0.318 -0.852 -0.781
C 1.223 0.226 -0.830
N 0.631 1.301 -0.177
C -0.652 0.897 0.226
C 1.248 2.645 -0.119
H -1.482 -2.559 1.692
H -3.163 -2.006 1.831
H -1.879 -1.004 2.249
H -2.910 -0.383 -0.017
H -2.198 -1.828 -0.757
H 0.361 -1.842 -1.210
H 2.221 0.342 -1.226
H -1.430 1.514 0.649
H 1.795 2.639 0.824
H 0.443 3.355 0.073
H 1.799 2.986 -0.995
Hf 5.381 -1.404 -1.666
Br 3.428 -0.762 -1.194

=====

Record 3
The following is a DFT calculation (wB97M-V/def2-TZVPD) of a gas-phase ion, C6H11BrN (charge +1) in a non-equilibrium geometry.

Summary:
* E_tot: -77923.5431 eV
* max |F|: 3.8 eV Å⁻¹
* SMILES: C[NH+](C)[C@]1(Br)C=CC1
* charge: +1
* LUMO: -0.1115 hartree
* orbital gap: 10.96 eV

Atoms and positions in Å:
C -0.528 -0.425 1.669
N -0.387 0.189 0.342
C -1.008 1.568 0.382
C 0.929 0.072 -0.333
Br 2.280 1.034 0.727
C 0.861 0.499 -1.847
C 1.275 -0.716 -2.222
C 1.451 -1.313 -0.904
H -0.160 0.233 2.509
H -1.594 -0.712 1.804
H 0.095 -1.431 1.730
H -1.064 -0.264 -0.289
H -0.289 2.294 0.849
H -1.446 1.960 -0.639
H -1.865 1.548 1.089
H 0.721 1.464 -2.222
H 1.660 -1.074 -3.246
H 0.979 -2.307 -0.905
H 2.622 -1.453 -0.542

=====

Record 4
The following is a DFT calculation (wB97M-V/def2-TZVPD) of a single C6H11Cl2N3O2 molecule in a non-equilibrium geometry.

Summary:
* E_tot: -40007.9236 eV
* max |F|: 5.2 eV Å⁻¹
* SMILES: CNC(=O)O/C=N\C(Cl)(Cl)N(C)C
* LUMO: 0.0235 hartree
* orbital gap: 9.61 eV

Atoms and positions in Å:
C -2.619 0.026 2.134
N -3.365 -0.707 1.084
C -3.071 -0.907 -0.236
O -3.703 -1.207 -1.211
O -1.730 -0.576 -0.355
C -0.787 -1.017 -1.262
N 0.473 -0.908 -1.150
C 1.652 -0.599 -0.019
Cl 0.643 -0.342 1.604
Cl 2.627 -2.077 -0.056
N 2.230 0.529 -0.417
C 3.677 0.501 -0.817
C 1.369 1.692 -0.737
H -2.997 1.084 2.059
H -2.624 -0.407 3.166
H -1.614 -0.062 1.951
H -4.326 -0.804 1.317
H -1.244 -1.478 -2.074
H 4.082 1.480 -0.712
H 4.224 -0.138 -0.161
H 3.628 0.038 -1.793
H 0.719 1.475 -1.621
H 0.653 1.913 0.179
H 2.101 2.493 -0.872

=====

Record 5
The following is a DFT calculation (wB97M-V/def2-TZVPD) of a single C6H11ClFI molecule in a non-equilibrium geometry.

Summary:
* E_tot: -29739.7763 eV
* max |F|: 5.1 eV Å⁻¹
* SMILES: CC[C@@](F)(Cl)C(C)(C)I
* LUMO: 0.0191 hartree
* orbital gap: 9.92 eV

Atoms and positions in Å:
C -1.771 -0.224 -1.865
C -1.541 0.092 -0.314
C -0.116 0.689 -0.236
F 0.337 1.334 -1.407
Cl -0.063 2.043 0.916
C 1.247 -0.364 0.001
C 1.082 -1.137 1.313
C 2.473 0.445 0.181
I 1.402 -1.666 -1.672
H -0.901 -0.459 -2.439
H -2.188 0.696 -2.219
H -2.558 -0.888 -1.865
H -2.282 0.725 0.128
H -1.590 -0.851 0.275
H 0.317 -1.775 1.322
H 0.893 -0.373 1.996
H 2.058 -1.619 1.557
H 2.600 1.206 -0.424
H 3.366 -0.148 0.290
H 2.300 0.976 1.119

=====

Record 6
The following is a DFT calculation (wB97M-V/def2-TZVPD) of a single C6H11ClN2 molecule in a non-equilibrium geometry.

Summary:
* E_tot: -21901.8504 eV
* max |F|: 6.3 eV Å⁻¹
* SMILES: CC1=N[C@](C)(Cl)N(C)C1
* LUMO: 0.0133 hartree
* orbital gap: 9.43 eV

Atoms and positions in Å:
C -2.203 1.326 -1.421
C -1.156 0.583 -0.724
N -1.030 -0.687 -0.681
C 0.129 -0.937 0.084
C 0.595 -2.325 -0.006
Cl -0.758 -1.182 2.104
N 0.946 0.164 0.144
C 1.902 0.428 1.189
C 0.063 1.295 -0.093
H -1.949 2.259 -1.666
H -3.214 1.245 -0.828
H -2.566 0.731 -2.271
H -0.039 -3.022 0.447
H 1.692 -2.522 0.200
H 0.628 -2.581 -1.024
H 1.624 1.141 1.930
H 2.156 -0.538 1.720
H 2.828 0.821 0.819
H 0.662 1.995 -0.674
H -0.311 1.806 0.750

=====

Record 7
The following is a DFT calculation (wB97M-V/def2-TZVPD) of a single C6H11ClS molecule in a non-equilibrium geometry.

Summary:
* E_tot: -29757.4070 eV
* max |F|: 2.1 eV Å⁻¹
* SMILES: C/C(CS)=C(/C)CCl
* LUMO: 0.0295 hartree
* orbital gap: 9.61 eV

Atoms and positions in Å:
C -0.252 -0.947 -1.637
C -0.219 0.063 -0.549
C -0.417 1.452 -0.995
S 1.141 2.415 -1.269
C -0.026 -0.258 0.752
C 0.095 0.766 1.867
C -0.100 -1.619 1.256
Cl 1.627 -2.211 1.598
H -0.057 -1.999 -1.463
H -1.172 -0.865 -2.238
H 0.465 -0.664 -2.425
H -0.995 1.566 -1.954
H -1.022 1.952 -0.181
H 1.731 1.390 -1.906
H 0.128 1.738 1.442
H 1.010 0.551 2.420
H -0.730 0.684 2.540
H -0.487 -2.361 0.520
H -0.720 -1.651 2.223

=====

Record 8
The following is a DFT calculation (wB97M-V/def2-TZVPD) of 2 unconnected molecules or ions with the total composition C6H11FO in a non-equilibrium geometry.

Summary:
* E_tot: -11158.9514 eV
* max |F|: 4.6 eV Å⁻¹
* LUMO (spin up / spin down): 0.0153 / 0.0326 hartree
* orbital gap (spin up / spin down): 7.84 / 8.88 eV

Atoms and positions in Å:
C 0.171 -0.652 2.321
C 0.600 -0.514 1.079
C -0.384 0.746 -2.031
C -0.589 2.536 -0.100
C 1.047 -2.777 0.161
C -0.817 1.176 -0.671
O 1.161 -1.314 0.232
F -2.060 0.744 -0.297
H 0.319 -1.444 2.984
H -0.364 0.096 2.767
H -1.124 0.225 -2.441
H 0.397 0.071 -2.119
H -0.123 1.566 -2.564
H -0.413 2.444 0.881
H -1.436 3.254 -0.482
H 0.362 2.875 -0.399
H 0.120 -2.873 0.620
H 1.856 -3.034 0.858
H 1.276 -3.123 -0.798

=====

Record 9
The following is a DFT calculation (wB97M-V/def2-TZVPD) of a single C6H11FO3S molecule.

Summary:
* E_tot: -26094.9134 eV
* max |F|: 0.6 eV Å⁻¹
* SMILES: O=S1(=O)CCC[C@@H](CCF)O1
* LUMO: 0.0204 hartree
* orbital gap: 11.11 eV

Atoms and positions in Å:
O -1.986 -0.641 2.138
S -0.905 -1.241 1.422
O -0.447 -2.542 1.808
C -1.351 -1.344 -0.301
C -0.176 -1.370 -1.307
C 1.147 -0.959 -0.673
C 0.986 0.201 0.297
C 0.342 1.430 -0.336
C 0.243 2.670 0.539
F -0.294 2.401 1.769
O 0.334 -0.247 1.502
H -2.047 -0.533 -0.495
H -1.920 -2.269 -0.348
H -0.106 -2.363 -1.739
H -0.415 -0.670 -2.106
H 1.562 -1.808 -0.129
H 1.861 -0.672 -1.443
H 1.989 0.488 0.614
H -0.630 1.218 -0.775
H 0.995 1.709 -1.167
H -0.401 3.402 0.050
H 1.217 3.139 0.679

=====

Record 10
The following is a DFT calculation (wB97M-V/def2-TZVPD) of 2 unconnected molecules or ions with the total composition C6H11IN in a non-equilibrium geometry.

Summary:
* E_tot: -15980.9874 eV
* max |F|: 3.3 eV Å⁻¹
* charge: +1
* LUMO: -0.1643 hartree
* orbital gap: 9.73 eV

Atoms and positions in Å:
C -0.204 -2.563 -0.748
C 1.013 0.997 0.150
C 0.932 -2.945 -0.817
C -0.888 -0.278 2.015
C -0.528 0.819 -1.703
C -1.187 0.099 0.615
N -0.388 0.615 -0.267
I -3.214 0.000 0.008
H -1.171 -2.235 -0.475
H 1.698 0.495 -0.455
H 1.213 0.735 1.151
H 1.141 2.114 -0.181
H 2.001 -2.917 -0.867
H -0.902 -1.298 2.111
H 0.072 0.147 2.236
H -1.632 0.174 2.655
H -0.449 1.915 -1.864
H -1.588 0.610 -1.984
H 0.272 0.338 -2.212

=====

Record 11
The following is a DFT calculation (wB97M-V/def2-TZVPD) of a gas-phase ion, C6H11IN (charge +1) in a non-equilibrium geometry.

Summary:
* E_tot: -15982.1197 eV
* max |F|: 3.9 eV Å⁻¹
* SMILES: C=C(I)[C@H]1CCC[NH2+]1
* charge: +1
* LUMO: -0.1147 hartree
* orbital gap: 10.18 eV

Atoms and positions in Å:
C -2.093 -2.434 -0.496
C -1.906 -1.179 -0.104
I -3.298 0.423 -0.017
C -0.194 -0.644 0.230
C 0.387 -0.188 -1.065
C 1.312 0.969 -0.668
C 0.481 1.666 0.396
N -0.168 0.540 1.151
H -2.894 -2.934 -1.039
H -1.307 -3.117 -0.449
H 0.370 -1.509 0.725
H -0.303 0.247 -1.733
H 0.658 -0.942 -1.705
H 2.127 0.449 -0.219
H 1.533 1.652 -1.403
H 0.972 2.346 1.023
H -0.205 2.205 -0.193
H 0.311 0.419 2.042
H -1.250 0.798 1.091

=====

Record 12
The following is a DFT calculation (wB97M-V/def2-TZVPD) of a molecular structure, C6H11KO7 in a non-equilibrium geometry.

Summary:
* 2S+1: 2
* expectation value of S²: 0.761
* E_tot: -37058.0667 eV
* max |F|: 5.6 eV Å⁻¹
* charge: -1
* LUMO (spin up / spin down): 0.0533 / -0.0535 hartree
* orbital gap (spin up / spin down): 5.91 / 3.01 eV

Atoms and positions in Å:
K -1.374 1.246 3.133
C 0.026 -0.102 -0.540
C 0.163 -1.195 0.499
O 0.925 -2.102 0.190
O -0.532 -1.106 1.562
H 0.207 -0.410 -1.570
H 0.715 0.723 -0.357
H -1.053 0.049 -0.513
C 2.867 2.709 3.860
C 1.888 1.600 3.399
O 1.763 1.423 2.185
O 1.378 0.906 4.226
H 2.353 3.497 4.410
H 3.418 3.102 3.005
H 3.653 2.341 4.520
C -1.492 -0.534 -4.076
C -0.636 -1.684 -4.520
O 0.413 -1.394 -5.236
O -1.054 -2.853 -4.219
H -1.532 -0.505 -2.988
H -2.508 -0.560 -4.471
H -1.142 0.366 -4.582
O -3.063 -2.095 0.856
H -2.190 -1.850 1.163
H -3.195 -1.573 0.064

=====

What are the relative energy (zero: lowest compared OMol25 entry of this formula, charge and spin) values for these records? In order: 2.179 3.665 2.624 0.000 0.396 0.639 0.304 6.287 0.585 2.802 1.669 1.164 eV.
What are the M values for these records? In order: 364.9 369.6 177.1 228.1 264.5 146.6 150.7 118.2 182.2 224.1 224.1 234.2 g/mol.